Version 1
# C5H14

2 unconnected molecules or ions with the total composition C5H14 (ωB97M-V/def2-TZVPD, the OMol25 dataset).

Properties
charge	0
lowest unoccupied orbital energy	1.12	eV
frontier orbital gap	0.4546	hartree
SMILES	CCC.CC
HOMO	-11.254	eV

Geometry (Å):
1 C -1.75673 1.01231 0.47140
2 C -0.86127 1.20537 -0.75173
3 C 0.18891 2.29708 -0.58620
4 H -2.49459 0.24669 0.23910
5 H -2.26073 1.93099 0.78021
6 H -1.15537 0.62777 1.29909
7 H -0.36725 0.24729 -0.92482
8 H -1.47927 1.39899 -1.63262
9 H -0.22910 3.14957 -0.05224
10 H 1.12030 2.01316 -0.09626
11 H 0.51808 2.64459 -1.56823
12 C 0.71513 -2.01682 -0.21412
13 C 1.60464 -2.34529 0.98453
14 H 0.49721 -2.83716 -0.90520
15 H -0.32548 -1.81533 0.08270
16 H 1.06165 -1.12420 -0.72288
17 H 1.00795 -2.76396 1.78985
18 H 2.32345 -3.11972 0.69790
19 H 2.17706 -1.47453 1.29646

***

Version 2
# C5H14

2 unconnected molecules or ions with the total composition C5H14 (ωB97M-V/def2-TZVPD, the OMol25 dataset).

Properties
charge	0
lowest unoccupied orbital energy	1.11	eV
frontier orbital gap	0.4482	hartree
SMILES	CCC.CC
HOMO	-11.081	eV

Geometry (Å):
1 C -1.08219 0.87950 -1.18664
2 C 0.44965 0.89038 -1.07087
3 C 1.03763 1.91880 -2.07585
4 H -1.34140 -0.15563 -0.94921
5 H -1.49961 1.48036 -0.33425
6 H -1.64122 1.41634 -1.95209
7 H 0.63595 1.24623 -0.05702
8 H 0.89466 -0.05318 -1.36218
9 H 2.03530 2.21252 -1.68842
10 H 0.97255 1.44899 -3.05191
11 H 0.41997 2.81406 -2.10293
12 C -0.37360 -1.27134 2.60634
13 C 0.03789 -2.30596 1.56361
14 H 0.29956 -0.46465 2.88674
15 H -1.31187 -0.69452 2.38756
16 H -0.63888 -1.89034 3.45743
17 H -0.31537 -3.27595 1.94832
18 H 1.13987 -2.48452 1.65199
19 H -0.03227 -2.28698 0.49021

***

Which is most stable? The ranking, best first, is version 1, version 2.

***

Version 1
# C5H14

2 unconnected molecules or ions with the total composition C5H14 (ωB97M-V/def2-TZVPD, the OMol25 dataset).

Properties
charge	0
lowest unoccupied orbital energy	1.15	eV
frontier orbital gap	0.4568	hartree
SMILES	CCC.CC
HOMO	-11.280	eV

Geometry (Å):
1 C 0.84486 0.85908 -0.94432
2 C 2.15083 0.50606 -0.22547
3 C 2.00024 0.55382 1.29015
4 H 1.04202 0.99440 -2.00738
5 H 0.08175 0.10756 -0.75519
6 H 0.47214 1.82299 -0.61589
7 H 2.84902 1.28009 -0.52507
8 H 2.42236 -0.48854 -0.55819
9 H 2.53309 -0.21035 1.84566
10 H 0.93572 0.48326 1.56398
11 H 2.18138 1.57187 1.63130
12 C -2.07494 -1.61690 -0.21196
13 C -2.63191 -0.23639 0.06838
14 H -1.16165 -1.68159 -0.78418
15 H -2.14013 -2.40518 0.52975
16 H -2.74808 -1.97962 -1.00456
17 H -1.87928 0.39273 0.51561
18 H -3.21094 0.24735 -0.71525
19 H -3.35350 -0.19293 0.89825

***

Version 2
# C5H14

2 unconnected molecules or ions with the total composition C5H14 (ωB97M-V/def2-TZVPD, the OMol25 dataset).

Properties
charge	0
lowest unoccupied orbital energy	1.08	eV
frontier orbital gap	0.4488	hartree
SMILES	CCC.CC
HOMO	-11.132	eV

Geometry (Å):
1 C 0.07964 -3.14397 -0.22219
2 C 0.14382 -1.65465 -0.52431
3 C 1.40966 -1.25484 -1.26746
4 H 1.04199 -3.57003 0.04597
5 H -0.21475 -3.65175 -1.14572
6 H -0.65447 -3.35080 0.55411
7 H -0.71073 -1.30992 -1.11890
8 H -0.03506 -1.02007 0.35212
9 H 1.46746 -0.19497 -1.50731
10 H 2.32120 -1.56050 -0.78078
11 H 1.35698 -1.68092 -2.27897
12 C -0.50329 3.20983 0.37180
13 C -1.13545 2.41993 1.54862
14 H 0.16322 2.54746 -0.12275
15 H -1.20881 3.69870 -0.27838
16 H 0.24045 3.86839 0.81764
17 H -1.15444 3.01173 2.46425
18 H -0.48441 1.57565 1.76173
19 H -2.12302 2.06071 1.33053

***

Which is most stable? The ranking, best first, is version 2, version 1.

***

Version 1
# C5H14

2 unconnected molecules or ions with the total composition C5H14 (ωB97M-V/def2-TZVPD, the OMol25 dataset).

Properties
charge	0
lowest unoccupied orbital energy	1.06	eV
frontier orbital gap	0.4433	hartree
SMILES	CCC.CC
HOMO	-11.004	eV

Geometry (Å):
1 C -1.41440 1.59612 1.27357
2 C -0.15400 1.62356 0.33644
3 C 1.24925 1.83736 0.96144
4 H -1.47189 0.56693 1.72279
5 H -2.27955 1.74501 0.60094
6 H -1.22377 2.22490 2.13470
7 H -0.16469 0.59316 -0.03009
8 H -0.46351 2.19128 -0.55157
9 H 1.57697 2.93342 1.19043
10 H 1.34413 1.25830 1.94692
11 H 2.07734 1.38873 0.37682
12 C -0.26276 -2.76564 -0.66808
13 C 0.50175 -2.00571 -1.80624
14 H -0.72745 -3.57022 -1.14066
15 H 0.61006 -3.28066 -0.17178
16 H -0.91451 -2.15649 -0.10788
17 H 0.06663 -1.93196 -2.74992
18 H 1.27651 -2.64433 -2.24545
19 H 0.77470 -1.03221 -1.55810

***

Version 2
# C5H14

2 unconnected molecules or ions with the total composition C5H14 (ωB97M-V/def2-TZVPD, the OMol25 dataset).

Properties
charge	0
lowest unoccupied orbital energy	1.09	eV
frontier orbital gap	0.4583	hartree
SMILES	CCC.CC
HOMO	-11.380	eV

Geometry (Å):
1 C 0.90769 1.83179 -1.80059
2 C 0.76963 0.38370 -1.31590
3 C 2.08228 -0.19569 -0.75293
4 H -0.03996 2.13643 -2.26765
5 H 1.65490 1.88300 -2.59453
6 H 1.13811 2.53715 -0.99154
7 H 0.00076 0.41370 -0.54292
8 H 0.41013 -0.21857 -2.14476
9 H 1.94697 -0.55547 0.26390
10 H 2.34337 -1.10429 -1.29094
11 H 2.88257 0.52809 -0.83803
12 C -1.44169 -1.59045 1.46178
13 C -2.07121 -0.33890 2.09830
14 H -2.13568 -2.17100 0.86847
15 H -0.60265 -1.21289 0.87105
16 H -0.99948 -2.20541 2.23638
17 H -2.49399 0.27853 1.30231
18 H -1.38214 0.17690 2.76188
19 H -2.96963 -0.57661 2.67575

***

Version 3
# C5H14

2 unconnected molecules or ions with the total composition C5H14 (ωB97M-V/def2-TZVPD, the OMol25 dataset).

Properties
charge	0
lowest unoccupied orbital energy	1.14	eV
frontier orbital gap	0.4358	hartree
SMILES	CCC.CC
HOMO	-10.723	eV

Geometry (Å):
1 C -0.25497 1.61451 -1.37077
2 C 1.20536 1.06586 -1.17840
3 C 1.70149 1.00083 0.35361
4 H -0.28233 2.39550 -2.02618
5 H -0.77682 0.80535 -1.71331
6 H -0.78380 1.77175 -0.39869
7 H 1.89226 1.88965 -1.49641
8 H 1.50224 0.21354 -1.80009
9 H 0.91376 0.95467 1.07476
10 H 2.44290 1.75530 1.01920
11 H 2.23503 0.11924 0.46112
12 C -0.79696 -1.96961 0.36792
13 C -1.66621 -1.46683 1.48179
14 H 0.22644 -2.04748 0.73321
15 H -1.32192 -2.80970 -0.26584
16 H -0.48097 -1.31988 -0.49769
17 H -1.39207 -0.40094 1.72087
18 H -1.61757 -2.10262 2.26149
19 H -2.74586 -1.46915 1.27342

***

Which is most stable? The ranking, best first, is version 2, version 1, version 3.

***

Version 1
# C5H14

2 unconnected molecules or ions with the total composition C5H14 (ωB97M-V/def2-TZVPD, the OMol25 dataset).

Properties
charge	0
lowest unoccupied orbital energy	1.16	eV
frontier orbital gap	0.4644	hartree
SMILES	CCC.CC
HOMO	-11.478	eV

Geometry (Å):
1 C -1.16561 0.00454 1.17548
2 C -0.74195 1.49294 1.10958
3 C 0.16131 1.85997 2.28501
4 H -2.19132 -0.18141 0.84629
5 H -0.49973 -0.57920 0.52625
6 H -1.02932 -0.39661 2.18196
7 H -1.61885 2.14232 1.09333
8 H -0.16807 1.61061 0.19889
9 H 0.47180 2.89665 2.26482
10 H 1.02623 1.19907 2.29320
11 H -0.32951 1.67178 3.24776
12 C 0.76500 -2.22386 -2.06682
13 C 0.75430 -0.69136 -2.26861
14 H 0.44635 -2.44787 -1.04620
15 H 0.02948 -2.67773 -2.73158
16 H 1.72575 -2.67280 -2.27863
17 H 1.66057 -0.39085 -2.78378
18 H -0.17286 -0.41646 -2.74833
19 H 0.87645 -0.19972 -1.29862

***

Version 2
# C5H14

2 unconnected molecules or ions with the total composition C5H14 (ωB97M-V/def2-TZVPD, the OMol25 dataset).

Properties
charge	0
lowest unoccupied orbital energy	1.14	eV
frontier orbital gap	0.4590	hartree
SMILES	CCC.CC
HOMO	-11.351	eV

Geometry (Å):
1 C -1.50349 -0.28700 -1.94313
2 C -0.04564 -0.14384 -2.47641
3 C 0.99938 -0.61071 -1.41072
4 H -2.08890 -0.65367 -2.79635
5 H -2.04025 0.64473 -1.75592
6 H -1.58909 -0.95163 -1.09199
7 H 0.01040 -0.85099 -3.29449
8 H 0.15860 0.88291 -2.73527
9 H 1.87884 0.01775 -1.35303
10 H 0.55450 -0.78904 -0.43855
11 H 1.25991 -1.61813 -1.74855
12 C 0.10688 1.14076 3.20318
13 C 0.41741 -0.13087 2.38222
14 H -0.11612 0.86657 4.23274
15 H -0.75897 1.65145 2.78820
16 H 0.98190 1.77944 3.24309
17 H 0.55443 -1.00746 3.01412
18 H 1.36516 0.06005 1.86673
19 H -0.20758 -0.42694 1.54530

***

Which is most stable? The ranking, best first, is version 1, version 2.

***

Version 1
# C5H14

2 unconnected molecules or ions with the total composition C5H14 (ωB97M-V/def2-TZVPD, the OMol25 dataset).

Properties
charge	0
lowest unoccupied orbital energy	1.18	eV
frontier orbital gap	0.4488	hartree
SMILES	CCC.CC
HOMO	-11.032	eV

Geometry (Å):
1 C 1.28135 -0.06884 1.23420
2 C 0.11595 -0.64522 2.04507
3 C -0.58106 -1.72882 1.16760
4 H 1.84519 0.77967 1.61153
5 H 2.02837 -0.83421 1.01235
6 H 0.74854 0.54529 0.46816
7 H -0.70832 0.06900 2.13468
8 H 0.35965 -1.02259 3.04066
9 H -1.44243 -2.06653 1.73838
10 H 0.14803 -2.52382 0.95049
11 H -0.87151 -1.36321 0.19396
12 C -1.07540 0.81191 -1.98600
13 C 0.32989 1.41952 -1.89436
14 H -1.83736 1.51828 -1.67258
15 H -1.23247 0.41670 -2.99044
16 H -1.25165 -0.02291 -1.30913
17 H 0.99138 0.74341 -1.36181
18 H 0.44529 2.41057 -1.46812
19 H 0.70658 1.56181 -2.91464

***

Version 2
# C5H14

2 unconnected molecules or ions with the total composition C5H14 (ωB97M-V/def2-TZVPD, the OMol25 dataset).

Properties
charge	0
lowest unoccupied orbital energy	1.10	eV
frontier orbital gap	0.4546	hartree
SMILES	CCC.CC
HOMO	-11.268	eV

Geometry (Å):
1 C -1.70302 0.00093 -1.52484
2 C -0.94377 0.79730 -0.44352
3 C -1.53722 2.13212 -0.04668
4 H -2.70410 -0.34072 -1.27675
5 H -1.15525 -0.84904 -1.86615
6 H -1.69575 0.58753 -2.46943
7 H -0.85032 0.23387 0.48720
8 H 0.13649 0.85401 -0.81819
9 H -1.03491 2.61088 0.80205
10 H -1.72802 2.86091 -0.83416
11 H -2.53384 1.90878 0.35377
12 C 1.54124 -1.64912 0.38150
13 C 2.38692 -1.15683 1.54759
14 H 0.55163 -1.14431 0.33853
15 H 2.15933 -1.37722 -0.55978
16 H 1.31984 -2.70168 0.33170
17 H 3.46908 -1.21314 1.44207
18 H 2.10335 -1.51823 2.54577
19 H 2.21830 -0.03603 1.60932

***

Version 3
# C5H14

2 unconnected molecules or ions with the total composition C5H14 (ωB97M-V/def2-TZVPD, the OMol25 dataset).

Properties
charge	0
lowest unoccupied orbital energy	1.12	eV
frontier orbital gap	0.4541	hartree
SMILES	CCC.CC
HOMO	-11.237	eV

Geometry (Å):
1 C -0.46197 -2.02251 0.35449
2 C 0.21217 -0.79023 1.06218
3 C 0.69889 -1.11605 2.49061
4 H -0.93278 -2.62690 1.12058
5 H 0.23783 -2.39947 -0.31485
6 H -1.31110 -1.69865 -0.17299
7 H 1.02404 -0.52991 0.36447
8 H -0.49906 0.11786 1.10522
9 H 0.92335 -0.33778 3.11725
10 H -0.10999 -1.54160 3.13722
11 H 1.47079 -1.83944 2.51164
12 C -0.42605 2.04963 -1.17650
13 C 0.14821 1.63262 -2.54052
14 H -0.80828 3.15254 -1.22136
15 H -1.34006 1.60432 -0.79397
16 H 0.40970 1.86924 -0.31645
17 H -0.65495 1.74716 -3.30438
18 H 1.02493 2.13538 -2.86526
19 H 0.39432 0.59377 -2.55739

***

Which is most stable? The ranking, best first, is version 2, version 1, version 3.